Record 1
C12H30N4RbS | ωB97M-V/def2-TZVPD

Output
maximum force: 0.40 eV/Å
molecular weight: 347.9 g mol⁻¹
frontier orbital gap: 8.33 eV
net charge: +1

Structure (XYZ):
```
48
Properties=species:S:1:pos:R:3:forces:R:3:mulliken_charge:R:1
Rb -0.8212 0.1391 0.0884 -0.37 0.15 0.05 0.858
C 1.3941 -3.1506 -0.7476 0.01 -0.10 -0.03 0.859
C 0.4325 -2.8855 -1.9058 0.02 -0.16 -0.07 -1.132
N 0.1037 -1.4727 -2.1331 -0.15 0.07 0.00 -0.098
C 1.1927 -0.7465 -2.7823 0.18 0.01 -0.20 -0.017
C 0.8637 0.7153 -3.0615 0.06 -0.07 -0.23 -1.236
N 0.7811 1.5832 -1.8845 -0.17 0.05 0.11 -0.078
C 2.0823 2.0559 -1.3956 0.14 0.10 -0.05 -1.100
C 2.7464 1.2227 -0.2948 0.23 -0.06 -0.05 1.518
C 2.4985 1.6485 1.1546 0.15 0.12 0.04 -0.999
N 1.3574 1.0266 1.8381 -0.19 0.04 -0.01 -0.120
C 1.7111 -0.1470 2.6422 0.14 -0.13 0.17 -1.301
C 1.8735 -1.4509 1.8696 0.19 -0.03 0.11 0.481
N 0.6129 -1.9950 1.3665 -0.10 0.06 0.08 -0.115
C 0.8027 -3.2670 0.6570 0.02 -0.18 0.03 -1.069
H 2.2064 -2.4254 -0.7558 0.07 0.08 0.01 -0.986
H 1.8820 -4.1053 -0.9585 -0.02 0.00 0.00 0.469
H -0.5041 -3.4232 -1.7301 0.04 0.02 0.01 0.388
H 0.8738 -3.3179 -2.8184 -0.04 0.04 0.08 0.371
H -0.6902 -1.4515 -2.7699 0.06 0.01 0.05 0.284
H 1.4621 -1.2151 -3.7437 -0.04 0.04 0.07 0.356
H 2.0860 -0.8173 -2.1613 0.02 0.02 0.01 -0.081
H -0.0962 0.7659 -3.5879 0.03 -0.02 0.05 0.442
H 1.6216 1.0920 -3.7659 -0.06 -0.03 0.04 0.350
H 0.2448 2.3988 -2.1564 0.03 -0.04 0.01 0.294
H 1.9516 3.0764 -1.0258 -0.01 -0.01 -0.01 0.443
H 2.7801 2.1269 -2.2418 -0.02 0.00 0.04 0.326
H 3.8251 1.2910 -0.4598 -0.01 0.03 0.01 0.163
H 2.5296 0.1649 -0.4278 -0.10 -0.05 0.02 -1.119
H 2.3543 2.7330 1.1744 0.00 -0.04 0.01 0.480
H 3.4133 1.4555 1.7334 -0.04 0.00 -0.04 0.285
H 0.9728 1.7134 2.4758 0.02 -0.02 -0.03 0.304
H 0.9394 -0.2805 3.4092 0.01 0.00 -0.07 0.447
H 2.6553 0.0280 3.1831 -0.10 -0.02 -0.03 0.349
H 2.3752 -2.1730 2.5340 -0.03 0.05 -0.03 0.351
H 2.5511 -1.3036 1.0287 0.04 0.02 -0.02 -0.589
H 0.0288 -2.1905 2.1768 0.05 0.00 -0.05 0.274
H -0.1690 -3.7657 0.5996 0.02 0.01 -0.01 0.393
H 1.4586 -3.9273 1.2454 -0.05 0.05 -0.04 0.393
C 5.8805 -2.0699 -2.1873 0.07 0.01 -0.07 -1.001
S 4.9832 -1.9081 -0.6391 -0.14 -0.03 0.04 0.203
C 6.2273 -1.0773 0.3567 0.07 0.06 0.01 -1.014
H 6.1591 -1.0954 -2.5853 0.00 0.02 0.01 0.287
H 5.2243 -2.5651 -2.8993 -0.04 -0.02 -0.01 0.321
H 6.7713 -2.6807 -2.0574 0.03 -0.01 0.02 0.377
H 7.1074 -1.7047 0.4836 0.01 -0.02 -0.01 0.399
H 5.7946 -0.8885 1.3371 -0.03 -0.01 0.03 0.298
H 6.5187 -0.1260 -0.0870 0.00 0.01 -0.02 0.293
```
Positions in Å, forces in eV/Å.


Record 2
C39H44BrF4N7PSTi | ωB97M-V/def2-TZVPD

Output
maximum force: 0.77 eV/Å
molecular weight: 877.6 g mol⁻¹
relative energy (zero: lowest compared OMol25 entry of this formula, charge and spin): 28.48 kJ/mol
frontier orbital gap (spin up / spin down): 6.80 / 6.55 eV
spin multiplicity: 3
net charge: +1

Structure (XYZ):
```
98
Properties=species:S:1:pos:R:3:forces:R:3:mulliken_charge:R:1
Ti 0.0659 0.0696 0.3773 -0.05 0.37 -0.53 -0.808
C -0.2668 0.1991 4.7297 -0.09 0.02 0.03 -1.829
C 0.1093 0.4822 3.3151 -0.07 0.00 -0.01 0.483
N -0.6082 0.0238 2.2765 -0.19 -0.04 0.67 2.122
N -1.7729 -0.6645 2.5759 0.12 0.28 -0.21 -1.054
C -2.6906 -0.8031 1.6157 0.07 -0.14 0.15 0.400
N -3.7880 -1.5183 1.9137 -0.05 -0.03 -0.10 -0.397
S -2.4840 -0.0752 0.1077 -0.01 0.09 -0.05 -0.335
C 1.2447 1.2308 2.9112 -0.05 -0.06 -0.12 0.147
C 2.1307 1.8883 3.7879 0.06 0.03 0.04 -1.183
C 3.1631 2.6293 3.2802 0.02 0.02 0.08 -1.442
C 3.3260 2.7198 1.8890 0.08 0.06 0.05 -1.189
C 2.4418 2.0508 1.0914 -0.20 -0.21 -0.11 -0.777
N 1.4156 1.3012 1.5506 0.34 0.26 0.47 2.415
H -0.2599 -0.8773 4.9324 0.01 0.00 0.01 0.328
H 0.4226 0.6542 5.4327 0.01 0.01 -0.01 0.535
H -1.2674 0.5791 4.9589 0.01 -0.01 0.00 0.313
H -1.8705 -1.1048 3.4787 0.04 -0.05 -0.04 0.264
H -3.8200 -2.1120 2.7259 -0.01 0.02 0.01 0.174
H -4.3998 -1.7573 1.1514 -0.01 0.02 0.03 0.293
H 1.9910 1.8135 4.8563 0.00 0.00 -0.01 0.384
H 3.8433 3.1446 3.9462 -0.02 -0.02 -0.01 0.488
H 4.1172 3.3074 1.4461 -0.01 -0.01 0.01 0.648
H 2.5402 2.0999 0.0139 -0.01 0.00 -0.01 0.525
F -0.9624 3.9349 -6.1985 0.02 -0.05 0.16 -0.283
C -0.8931 3.6871 -4.8991 -0.01 0.02 -0.31 0.541
C -1.2268 4.6688 -3.9899 -0.09 0.23 0.02 0.337
F -1.6129 5.8629 -4.4192 0.04 -0.11 0.05 -0.283
C -1.1544 4.3999 -2.6336 -0.07 0.19 -0.01 0.224
F -1.4649 5.4021 -1.8119 0.02 -0.15 0.06 -0.381
C -0.7667 3.1600 -2.1443 0.00 0.03 0.20 -0.711
P -0.5710 2.8262 -0.3512 -0.19 0.20 0.03 2.550
C -2.1877 3.2181 0.4055 0.06 -0.05 -0.04 0.556
C -2.2877 3.0283 1.7857 0.09 -0.02 0.05 -0.159
C -3.4916 3.2183 2.4419 -0.04 0.01 -0.05 -1.038
C -4.6271 3.5677 1.7198 0.03 -0.01 0.03 -0.791
C -4.5455 3.7214 0.3456 0.06 -0.01 -0.03 -0.821
C -3.3313 3.5476 -0.3095 -0.07 0.02 -0.02 -0.773
C 0.5200 4.2355 0.0979 0.10 -0.08 -0.07 0.544
C 1.5761 4.5416 -0.7640 0.01 -0.02 -0.02 -0.722
C 2.5012 5.5206 -0.4391 -0.02 -0.02 0.03 -0.882
C 2.3948 6.1996 0.7676 -0.01 0.00 0.00 -0.614
C 1.3545 5.8976 1.6329 -0.04 -0.03 -0.02 -0.765
C 0.4192 4.9230 1.3024 0.03 0.03 -0.01 -0.588
C -0.4089 2.2019 -3.0879 0.01 -0.13 -0.15 0.032
Br 0.2310 0.4884 -2.6135 -0.06 -0.09 -0.06 0.054
C -0.4753 2.4482 -4.4466 0.00 -0.02 -0.07 0.199
F -0.1386 1.5270 -5.3438 0.00 0.02 0.10 -0.310
H -1.4195 2.7039 2.3518 0.00 0.02 -0.01 0.145
H -3.5499 3.0833 3.5145 0.01 0.00 0.00 0.458
H -5.5725 3.7102 2.2274 0.02 0.00 -0.01 0.423
H -5.4280 3.9801 -0.2253 0.02 -0.01 0.00 0.444
H -3.3018 3.6535 -1.3854 0.01 0.02 0.00 0.352
H 1.6814 4.0132 -1.7064 -0.01 0.01 0.00 0.400
H 3.3027 5.7547 -1.1281 -0.01 -0.01 0.00 0.445
H 3.1131 6.9676 1.0254 -0.02 -0.02 0.00 0.430
H 1.2567 6.4320 2.5689 0.00 -0.01 0.00 0.465
H -0.3942 4.7262 1.9859 -0.03 -0.02 0.01 0.426
C 5.2239 -1.8931 1.2842 0.03 0.01 0.07 -1.716
C 4.4841 -1.3418 0.0723 -0.07 0.00 0.04 1.535
C 4.3951 -2.4098 -1.0127 -0.02 -0.08 -0.02 -1.798
C 5.1972 -0.0943 -0.4545 -0.02 0.06 -0.02 -1.526
N 3.1174 -1.0568 0.5614 -0.13 0.01 -0.07 -0.169
N 2.2154 -0.5539 -0.4273 0.19 0.10 -0.01 -0.123
H 6.2568 -2.1321 1.0263 -0.04 0.00 0.01 0.436
H 4.7303 -2.7947 1.6494 0.02 0.02 -0.01 0.373
H 5.2435 -1.1577 2.0946 0.00 -0.02 -0.02 0.390
H 5.3901 -2.7927 -1.2407 -0.01 0.02 -0.01 0.507
H 3.9824 -2.0171 -1.9463 0.01 -0.01 0.02 0.302
H 3.7741 -3.2435 -0.6742 0.02 0.05 -0.01 0.354
H 6.2065 -0.3413 -0.7882 -0.03 0.00 0.01 0.492
H 5.2744 0.6665 0.3268 0.01 -0.02 -0.01 0.286
H 4.6828 0.3449 -1.3164 0.04 -0.02 0.02 0.345
H 3.1389 -0.3713 1.3084 0.09 -0.03 0.00 0.013
H 2.0378 -1.3284 -1.0635 -0.07 -0.03 0.08 0.307
H 2.6790 0.1771 -0.9725 -0.10 -0.04 -0.10 0.099
C -3.2294 -3.5385 -1.2684 -0.01 -0.07 0.06 -0.708
N -2.2247 -3.4276 -2.3009 -0.12 -0.04 -0.02 0.182
C -2.0235 -4.6671 -3.0264 0.05 0.02 0.00 -1.068
C -1.0570 -2.6457 -1.9322 0.12 0.10 -0.02 -1.968
C -0.3113 -3.0185 -0.6532 -0.03 -0.18 0.04 1.621
C 0.0387 -4.3670 -0.5026 -0.03 0.04 0.07 -0.246
C 0.6424 -4.8451 0.6481 -0.04 0.06 -0.05 -1.023
C 0.9198 -3.9519 1.6700 0.01 0.00 -0.01 -1.111
C 0.6327 -2.6071 1.4943 -0.02 0.09 0.01 -0.199
C 0.0117 -2.0726 0.3457 0.22 -0.72 -0.16 1.301
H -4.1042 -4.0483 -1.6753 -0.01 0.02 0.00 0.382
H -3.5384 -2.5431 -0.9388 0.07 -0.01 -0.04 0.081
H -2.8882 -4.1080 -0.3868 -0.01 0.02 -0.02 0.313
H -2.9190 -4.8956 -3.6086 -0.01 0.02 0.01 0.370
H -1.8224 -5.5398 -2.3885 -0.01 0.01 0.01 0.368
H -1.1923 -4.5572 -3.7248 -0.02 0.01 0.02 0.318
H -1.3862 -1.6099 -1.8415 -0.02 -0.02 0.02 0.029
H -0.3765 -2.6896 -2.7894 0.05 0.03 0.00 0.384
H -0.1704 -5.0609 -1.3049 -0.01 0.01 0.00 0.403
H 0.8910 -5.8947 0.7434 0.00 0.01 -0.01 0.404
H 1.3872 -4.2921 2.5870 -0.01 0.01 -0.01 0.499
H 0.9392 -1.9481 2.3031 0.01 0.05 -0.02 0.151
```
Positions in Å, forces in eV/Å.


Record 3
C6H8N2O2 | ωB97M-V/def2-TZVPD

Output
maximum force: 4.19 eV/Å
molecular weight: 140.1 g mol⁻¹
relative energy (zero: lowest compared OMol25 entry of this formula, charge and spin): 323.60 kJ/mol
frontier orbital gap: 10.07 eV
SMILES: COC1(C=O)N=CCC=N1

Structure (XYZ):
```
18
Properties=species:S:1:pos:R:3:forces:R:3:mulliken_charge:R:1
C 0.9468 0.7969 -1.1455 1.95 1.85 -0.92 -0.022
C 1.1212 0.7135 1.1950 -0.44 -0.96 -1.69 -0.231
C 0.3685 -2.0568 -0.0890 2.06 2.99 2.08 -0.434
C 1.9326 0.9847 -0.0280 -1.56 0.63 0.38 -0.603
C -0.3935 -0.6296 0.0756 1.12 -1.75 0.24 1.339
C -2.6299 0.1055 0.0310 1.91 1.35 1.03 -0.774
N -0.0782 0.0860 -1.1245 -0.74 0.30 -0.98 -0.686
N 0.0754 0.0173 1.2750 -1.34 -0.48 -0.51 -0.619
O 1.5083 -2.3236 0.2108 -1.28 0.78 -0.46 -0.460
O -1.7813 -0.9772 0.0973 3.45 -1.77 0.31 -0.442
H 1.2841 1.4856 -1.9774 -1.20 -1.20 0.07 0.308
H 1.2199 1.2918 2.0104 1.30 1.93 3.05 0.517
H -0.3281 -2.6981 -0.4305 -2.31 -2.97 -1.55 0.539
H 2.7280 0.3151 -0.1682 1.17 -1.17 -0.01 0.279
H 2.3711 1.9989 -0.0421 -0.34 -0.38 0.10 0.382
H -3.5350 -0.3779 -0.0914 -2.31 -0.12 -0.47 0.309
H -2.2530 0.6711 -0.8373 -0.98 0.60 0.44 0.339
H -2.5568 0.5968 1.0385 -0.44 0.36 -1.12 0.257
```
Positions in Å, forces in eV/Å.